A structure of composition C54H116F24N12O24S8 in a non-equilibrium geometry. Source: the Open Molecules 2025 dataset; level of theory: ωB97M-V with the def2-TZVPD basis set.

The geometry in ORCA input format:
```
! RIJCOSX wB97M-V def2-TZVPD def2/J DEFGRID3
* xyz 4 1
C -1.906 -6.043 -10.111
C -1.507 -4.682 -10.715
C -2.643 -4.189 -11.537
C -3.852 -3.693 -10.757
C -3.418 -2.513 -9.778
C -2.372 -2.970 -8.734
N -1.272 -3.538 -9.690
O -0.270 -2.961 -9.858
C -3.013 -4.156 -7.908
C -1.826 -1.917 -7.782
C -0.201 -4.784 -11.507
H -2.924 -6.041 -9.753
H -1.142 -6.193 -9.328
H -1.907 -6.806 -10.867
H -2.951 -5.001 -12.154
H -2.282 -3.442 -12.242
H -4.269 -4.550 -10.260
H -4.685 -3.375 -11.440
H -4.300 -2.320 -9.120
H -3.157 -1.603 -10.303
H -3.396 -3.669 -7.007
H -2.263 -4.915 -7.644
H -3.859 -4.603 -8.364
H -1.280 -2.513 -7.050
H -2.488 -1.369 -7.132
H -1.146 -1.148 -8.242
H -0.445 -5.712 -12.073
H 0.660 -4.998 -10.927
H -0.060 -3.867 -12.141
C -8.369 3.876 7.006
C -8.415 4.200 8.500
C -9.911 4.519 8.874
C -10.311 4.487 10.368
C -9.888 3.159 11.057
C -8.355 2.741 10.844
N -8.011 2.953 9.287
O -7.408 2.155 8.696
C -8.269 1.235 11.038
C -7.319 3.508 11.710
C -7.377 5.207 8.942
H -8.842 2.964 6.655
H -7.271 3.893 6.603
H -8.945 4.694 6.532
H -10.608 4.004 8.259
H -10.013 5.539 8.514
H -11.401 4.587 10.543
H -9.855 5.330 10.910
H -10.570 2.366 10.673
H -9.943 3.118 12.132
H -8.935 0.679 10.373
H -8.611 1.091 12.052
H -7.280 0.854 11.068
H -7.507 3.095 12.710
H -7.545 4.559 11.656
H -6.252 3.206 11.474
H -6.463 4.714 9.078
H -7.740 5.560 9.893
H -7.318 6.025 8.281
C 12.506 2.659 -5.829
N 11.217 3.198 -5.202
C 10.610 4.298 -6.125
C 10.257 2.023 -5.191
C 11.612 3.826 -3.890
C 10.466 4.143 -2.895
O 9.709 5.193 -3.343
H 12.281 2.327 -6.838
H 12.856 1.848 -5.223
H 13.143 3.495 -5.875
H 10.387 3.858 -7.078
H 11.322 5.113 -6.282
H 9.720 4.659 -5.604
H 10.663 1.257 -4.475
H 10.238 1.676 -6.197
H 9.273 2.385 -4.847
H 12.090 4.779 -4.118
H 12.387 3.165 -3.448
H 10.967 4.363 -1.952
H 9.904 3.231 -2.670
H 8.827 5.233 -2.959
C 0.754 2.630 1.007
N 1.636 2.032 -0.108
C 0.794 1.225 -1.042
C 2.137 3.130 -0.993
C 2.621 1.246 0.602
C 3.740 0.642 -0.167
O 3.367 -0.206 -1.198
H 1.310 3.546 1.226
H 0.649 2.023 1.875
H -0.312 2.833 0.662
H 0.120 0.552 -0.484
H 1.414 0.500 -1.599
H 0.286 1.940 -1.699
H 1.249 3.557 -1.318
H 2.593 2.796 -1.875
H 2.650 3.772 -0.305
H 2.001 0.506 1.164
H 3.016 1.934 1.388
H 4.410 0.091 0.542
H 4.393 1.394 -0.562
H 3.026 -0.972 -0.716
C 0.671 -11.780 -4.907
N 0.564 -11.467 -3.419
C -0.889 -11.205 -3.286
C 1.001 -12.714 -2.691
C 1.440 -10.359 -2.826
C 1.200 -9.039 -3.560
O 1.566 -9.322 -4.867
H 1.711 -12.101 -5.044
H 0.485 -10.895 -5.487
H -0.056 -12.585 -5.054
H -1.454 -12.123 -3.481
H -1.284 -10.480 -3.986
H -1.139 -10.782 -2.322
H 2.048 -12.856 -2.950
H 0.490 -13.520 -3.148
H 0.805 -12.697 -1.631
H 2.432 -10.645 -2.991
H 1.231 -10.337 -1.792
H 1.804 -8.232 -3.192
H 0.136 -8.751 -3.522
H 1.448 -8.505 -5.413
C -10.020 2.738 -0.738
N -8.578 3.100 -0.857
C -7.913 2.606 0.401
C -7.934 2.388 -1.993
C -8.359 4.574 -1.042
C -7.034 5.217 -0.657
O -5.938 4.777 -1.466
H -10.630 3.041 -1.571
H -10.357 3.163 0.157
H -10.148 1.613 -0.628
H -8.458 2.966 1.235
H -6.922 3.045 0.490
H -7.867 1.541 0.324
H -6.866 2.320 -1.692
H -8.174 2.987 -2.860
H -8.226 1.355 -2.118
H -9.184 5.115 -0.557
H -8.546 4.654 -2.104
H -6.801 5.042 0.396
H -7.116 6.290 -0.788
H -5.095 4.556 -1.056
C 1.778 -2.452 8.387
C 1.038 -3.623 7.814
C -0.210 -3.182 7.006
O -0.558 -4.339 6.323
C -1.365 -4.137 5.137
N 1.994 -4.402 6.790
H 2.802 -4.656 7.323
H 1.634 -5.251 6.325
H 2.386 -3.744 6.097
H 1.779 -1.631 7.616
H 2.825 -2.521 8.724
H 1.203 -2.020 9.247
H 0.719 -4.400 8.525
H 0.034 -2.424 6.267
H -0.953 -2.748 7.575
H -1.320 -5.057 4.574
H -1.013 -3.281 4.504
H -2.447 -4.032 5.308
C 4.378 6.363 4.117
C 5.503 7.268 4.461
C 6.592 6.657 5.498
O 7.668 6.084 4.866
C 8.572 5.319 5.732
N 6.291 7.576 3.210
H 5.727 7.987 2.441
H 7.104 8.179 3.397
H 6.595 6.686 2.912
H 3.695 6.940 3.481
H 3.900 5.852 5.023
H 4.820 5.576 3.497
H 5.165 8.209 4.975
H 6.070 5.973 6.182
H 6.931 7.518 6.072
H 9.031 6.046 6.390
H 9.354 4.791 5.134
H 8.040 4.565 6.302
C 1.940 -2.917 -3.783
F 2.632 -3.688 -2.984
F 1.669 -1.775 -3.137
F 2.631 -2.647 -4.845
S 0.132 -3.542 -4.237
O -0.360 -4.317 -3.121
O -0.613 -2.360 -4.488
N 0.306 -4.393 -5.561
S 0.721 -5.944 -5.612
O 1.792 -6.254 -4.701
O -0.276 -6.947 -5.700
C 1.323 -5.784 -7.403
F 1.690 -6.913 -7.968
F 0.274 -5.399 -8.144
F 2.308 -4.914 -7.546
C 7.426 3.076 1.560
F 8.664 3.528 1.707
F 7.417 1.976 0.843
F 6.915 2.896 2.807
S 6.190 4.214 0.743
O 4.913 3.578 0.801
O 6.320 5.471 1.486
N 6.888 4.346 -0.672
S 6.111 4.685 -2.007
O 4.735 4.957 -1.867
O 6.916 5.562 -2.788
C 6.195 3.105 -3.037
F 6.121 2.066 -2.228
F 5.041 2.993 -3.826
F 7.329 3.032 -3.749
C -3.930 1.001 1.596
F -2.816 0.389 1.153
F -4.878 0.452 0.790
F -4.144 0.675 2.857
S -3.945 2.813 1.271
O -2.773 3.389 1.909
O -3.967 2.707 -0.157
N -5.370 3.408 1.754
S -5.856 3.691 3.212
O -7.290 3.392 3.365
O -4.963 3.145 4.255
C -5.684 5.540 3.294
F -5.724 6.054 4.535
F -4.677 6.035 2.611
F -6.809 5.976 2.598
C 1.198 -3.935 1.369
F 2.323 -4.451 0.966
F 0.270 -4.232 0.452
F 0.854 -4.570 2.541
S 1.131 -2.118 1.681
O 1.278 -1.458 0.418
O -0.108 -1.984 2.365
N 2.410 -1.821 2.597
S 2.373 -1.821 4.125
O 1.128 -1.560 4.814
O 3.072 -2.937 4.760
C 3.406 -0.378 4.473
F 2.832 0.675 3.937
F 3.528 -0.334 5.831
F 4.597 -0.471 3.880
*
```

Its LUMO energy is -7.6 eV. The calculation puts the HOMO energy at -0.536 Eh. The calculation puts the frontier orbital gap at 7.00 eV.